1.
Density functional theory data (wB97M-V/def2-TZVPD) for C106H94N5O4P2RbSTe as an isolated structure in a non-equilibrium geometry.

Calculated values
Gap between HOMO and LUMO ... 3.075 eV
Calculated total energy ... -6043.2561 Ha

ORCA input file:
```
! wB97M-V def2-TZVPD RIJCOSX def2/J DEFGRID3
* xyz -2 1
H -6.403 -3.621 2.378
H -0.126 7.893 1.427
H 2.753 2.049 -4.666
N 1.685 -3.978 -0.395
C -4.048 2.337 -1.954
C 3.444 -0.910 -3.047
C 9.564 0.025 -1.264
H 6.793 0.677 -3.104
C -4.272 -5.180 -2.310
C -4.129 4.286 0.346
O 1.033 1.199 1.681
C 4.820 -4.982 2.245
H -8.500 -0.161 1.243
C -5.714 1.769 1.303
C 5.616 -1.354 -6.858
C -3.242 -4.446 0.162
C -3.613 3.553 -2.487
H 0.941 3.416 3.197
C -0.587 7.390 0.575
C 3.613 2.735 -6.504
C -0.830 2.271 3.244
C -4.932 3.231 -4.473
C -0.953 -2.015 -7.519
H -1.623 -5.803 6.104
C 3.578 3.693 -7.507
H -5.801 -2.503 6.469
H -6.044 1.395 -4.539
H -5.261 -6.791 -1.255
C -2.893 -3.641 -0.975
C 1.978 -4.038 -1.810
H 5.850 -5.726 0.507
C -4.049 3.994 -3.727
H -0.005 -2.486 -4.299
P -2.332 -0.926 3.236
C -1.764 3.827 0.663
H 0.652 -5.738 6.965
H 4.278 3.645 -8.332
C 0.534 -0.268 -6.792
H -4.343 -2.428 1.759
C -3.952 4.453 5.981
H 0.949 0.108 5.830
H -5.320 2.645 1.802
C 0.365 -2.174 4.218
H 1.008 5.573 -6.351
H 2.914 -1.702 3.372
C -1.838 -3.541 4.250
C 1.739 4.774 -6.392
C 2.846 -0.595 -4.354
N 1.703 -3.052 2.304
C 1.419 -0.230 -4.422
H -0.146 7.813 -0.330
C -6.247 -3.138 4.463
C 4.951 0.810 1.146
C 2.713 2.797 -5.448
H 2.909 -3.512 -2.016
C -7.496 0.174 1.010
C -3.803 3.148 5.238
H 2.056 1.935 -2.078
C 7.858 -1.616 -0.857
C 5.581 -1.447 -1.858
C -0.873 -2.600 -6.263
H -2.106 5.062 6.997
C -5.363 2.013 -3.966
C -2.670 6.148 0.573
C -3.945 5.669 0.469
H 6.589 -1.624 -4.318
H 1.042 1.091 4.371
H -1.812 -1.942 -1.738
C -1.604 5.236 0.644
H 3.584 -4.108 3.764
C -1.911 -3.633 5.790
H -2.811 -4.180 1.123
C 2.993 2.216 -1.611
C 7.009 -0.975 -1.760
H -2.476 8.124 -0.280
H -2.460 8.090 1.479
H -3.198 -3.519 -3.123
H 5.619 -5.236 2.935
C 3.904 -4.936 0.037
C 0.388 -4.575 3.572
C -2.128 7.557 0.585
H 1.973 -3.674 6.782
C -3.103 3.356 0.420
N 0.892 0.541 -3.556
H -5.125 3.931 0.113
H 5.983 0.469 0.976
H -2.517 6.094 5.632
H 2.035 -5.073 -2.193
C 2.651 -3.918 1.851
C 0.615 0.182 4.779
H -4.656 5.107 5.462
H 0.248 5.017 4.960
O 4.085 -0.256 1.396
C -3.449 -4.079 -2.225
C 0.453 -4.691 -0.088
H -0.342 -4.340 -0.745
C 2.504 -1.011 4.097
C 0.875 -3.318 3.324
C -2.524 5.061 5.987
H 2.793 -1.321 5.119
C -2.051 1.977 3.910
C -0.080 -2.030 -5.279
C 4.548 1.690 -0.020
H -4.900 0.194 4.180
H 3.386 3.893 -2.901
H 5.599 4.350 -1.822
H 3.073 -0.600 -6.471
H 3.997 -5.192 -1.011
H -1.474 -1.576 6.619
H -7.058 -1.477 -0.300
C -0.520 0.846 -3.636
H 6.693 -1.460 -6.715
O 2.797 -0.937 -1.988
C 4.910 -1.150 -5.540
Rb 1.607 -0.839 0.363
H 4.341 1.933 -6.535
C 0.624 -0.855 -5.533
H -0.465 0.258 4.784
C -5.424 -0.103 -0.173
C -0.242 -0.853 -7.783
C -4.179 0.977 4.326
C 4.974 3.531 -1.484
C 8.726 0.668 -2.164
C 2.756 -4.286 0.479
H -1.109 0.013 -4.040
H 7.485 -2.489 -0.335
P -3.350 1.699 -0.341
H 5.440 -0.512 -7.533
C -4.074 -5.536 0.055
C 5.542 -1.334 -4.328
H 4.093 -0.830 0.609
H -4.797 6.335 0.402
H 10.548 0.427 -1.055
H -1.687 -2.212 0.095
H 1.565 3.159 0.862
H 5.253 -2.255 -7.362
C 0.402 -2.485 5.798
C 3.680 -4.352 2.711
C -2.503 3.050 4.716
H 0.152 -4.509 0.942
H -1.570 -2.459 -8.290
H -4.318 -6.112 0.944
H -2.922 4.173 -1.931
H 0.819 -5.406 3.025
C 2.643 4.718 -7.445
C -0.536 3.111 0.862
H 9.057 1.573 -2.659
C -0.922 -4.783 4.213
C -1.720 4.156 5.086
C -6.702 -0.548 0.132
H 1.068 0.653 -6.998
N 3.374 1.458 -0.587
C -0.738 2.067 -4.523
H 4.959 1.430 2.049
C -6.982 1.306 1.625
C -4.918 1.568 -2.731
H 2.613 5.471 -8.224
C 3.564 -0.778 -5.518
H 2.927 -0.026 3.893
C -4.672 2.138 4.954
H 1.174 -3.530 -2.347
H -7.575 1.839 2.360
O 5.082 -1.941 -0.857
C 0.784 5.155 0.625
H 0.569 -5.780 -0.242
C 0.969 -3.736 6.373
H -4.669 -5.479 -3.277
C 4.953 -5.253 0.892
Te 0.317 3.817 -3.813
C -4.945 1.099 0.354
C 4.868 -1.232 -3.113
C -0.429 4.236 4.634
H -5.717 2.178 5.239
C -4.334 -1.817 5.073
H -4.333 4.307 6.993
H 9.787 -1.637 0.076
C 0.252 -4.848 6.493
C 5.393 2.714 -0.449
C -5.490 -2.487 5.430
H -1.435 -3.499 -6.043
C -4.674 -2.427 2.788
H 0.906 -1.657 6.296
C -1.054 -4.922 5.801
H -3.678 4.934 -4.117
H -5.270 3.568 -5.445
S -0.418 1.465 1.656
N 1.054 -0.919 3.955
H -5.258 0.609 -2.373
H -0.300 -0.394 -8.763
C -5.832 -3.108 3.143
C -4.612 -5.926 -1.177
H -7.154 -3.660 4.746
H -3.760 -1.298 5.830
C -2.095 -2.517 -0.861
H -2.851 -3.671 6.335
H -1.437 -5.612 3.721
H 6.363 2.848 0.016
C 1.759 3.808 -5.392
C -0.360 5.898 0.634
H -4.766 -0.730 -0.776
H -0.375 1.869 -5.531
C -1.132 -2.311 5.886
H 1.763 5.615 0.555
C -3.910 -1.774 3.742
C 0.670 3.766 0.775
C -0.028 3.308 3.667
H -1.793 2.323 -4.570
H -0.879 1.054 -2.624
C 3.747 3.280 -2.085
C -1.209 -2.104 4.339
C 9.132 -1.129 -0.621
C 7.457 0.168 -2.417
C -2.865 0.782 3.906
H -2.700 -3.653 3.610
*
```

Löwdin population analysis, charges in e, atoms 1 to 8: H 0.105; H 0.113; H 0.078; N -0.206; C -0.327; C -0.329; C -0.108; H 0.116


2.
Density functional theory data (wB97M-V/def2-TZVPD) for a 2-piece molecular cluster, C10H10B3ClN2O3 overall in a non-equilibrium geometry.

Calculated values
Structure (SMILES) ... ClB1OBOB(c2ccncc2)O1.c1ccncc1
Gap between HOMO and LUMO ... 8.336 eV
Calculated total energy ... -1257.2116 Ha

ORCA input file:
```
! wB97M-V def2-TZVPD RIJCOSX def2/J DEFGRID3
* xyz 0 1
H -0.205 -0.767 -0.201
C -0.779 -3.803 2.010
H 3.649 1.255 -2.774
C -2.340 0.679 -1.815
C -1.610 -2.076 0.767
C 0.529 -3.441 1.737
H -0.869 2.677 1.265
H -2.493 -1.562 0.405
O 3.854 1.727 -0.566
H 1.356 -4.011 2.143
H -3.311 1.686 1.334
C -0.339 -1.634 0.432
C -1.240 2.099 0.344
C -0.909 1.182 -2.055
C 0.750 -2.333 0.930
H -0.330 1.022 -3.032
C -2.664 1.531 0.401
N -3.191 0.797 -0.691
H -2.790 0.091 -2.699
B 1.245 2.566 -0.881
O 2.044 2.730 -2.087
C -0.252 1.974 -0.859
O 1.927 2.946 0.360
B 3.197 1.857 -1.848
N -1.850 -3.144 1.544
B 2.907 1.874 0.528
H 1.761 -2.021 0.693
H -1.001 -4.664 2.633
Cl 2.952 0.764 1.984
*
```

natural (NBO) population analysis, charges in e, atoms 1 to 8: H 0.220; C 0.030; H -0.092; C 0.005; C 0.028; C -0.265; H 0.236; H 0.203


3.
Density functional theory data (wB97M-V/def2-TZVPD) for C10H10Br2V as an isolated structure in a non-equilibrium geometry.

Calculated values
Gap between HOMO and LUMO (spin up / spin down) ... 6.969 / 6.438 eV
Calculated total energy ... -6478.7826 Ha

ORCA input file:
```
! wB97M-V def2-TZVPD RIJCOSX def2/J DEFGRID3
* xyz 1 1
H -1.939 2.099 -3.649
C -3.504 -0.405 -2.067
H -2.930 -2.120 -3.360
Br -1.674 1.524 0.221
C -0.916 -1.919 -1.158
H 2.187 -0.701 -1.753
C 1.218 -0.975 -1.376
H -4.328 -0.815 -1.487
H -3.767 1.786 -1.716
Br 0.562 1.747 -2.488
C -0.501 -1.340 0.113
H -1.383 -0.347 -4.649
V -1.359 0.164 -1.817
H -1.727 -2.648 -1.253
C -3.222 0.982 -2.187
C -1.955 -0.150 -3.749
C -2.750 -1.090 -3.043
H 0.226 -1.988 -3.082
C 0.789 -0.783 -0.056
H 1.353 -0.337 0.748
C -2.258 1.152 -3.247
C 0.153 -1.631 -2.084
H -1.109 -1.396 1.027
*
```

Löwdin population analysis, charges in e, atoms 1 to 8: H 0.112; C -0.074; H 0.158; Br 0.395; C -0.178; H 0.120; C -0.082; H 0.155


4.
Density functional theory data (wB97M-V/def2-TZVPD) for one molecule with the formula C10H10BrClN2O in a non-equilibrium geometry.

Calculated values
Structure (SMILES) ... CC1=c2cc(Br)ccc2=N[C@H](CCl)[N@H+]1[O-]
Gap between HOMO and LUMO ... 6.536 eV
Energy above the lowest of the compared OMol25 structures with the same formula, charge and spin ... 119.23 kJ/mol
Calculated total energy ... -3605.8632 Ha

ORCA input file:
```
! wB97M-V def2-TZVPD RIJCOSX def2/J DEFGRID3
* xyz 0 1
C 1.169 -0.328 -3.096
H 1.630 -2.231 1.577
H -0.355 1.244 -3.139
N -0.594 0.410 1.569
C 1.416 -1.515 -1.011
N -1.079 1.149 -0.702
C 0.224 -0.645 1.002
Br 3.183 -2.415 -3.157
H 1.327 -0.976 2.843
C -2.140 2.248 1.138
H -2.660 2.053 2.077
O -1.167 0.072 2.625
H -2.894 2.600 0.421
H -2.409 0.172 0.585
C 1.808 -1.320 -2.353
C -0.171 0.339 -1.183
H 1.456 -0.194 -4.120
H 0.137 -2.269 2.411
C 0.533 -0.612 -0.371
Cl -0.910 3.515 1.399
C 0.175 0.481 -2.543
C -1.605 0.919 0.636
H 1.959 -2.266 -0.425
H 0.070 1.153 1.811
C 0.896 -1.584 2.007
*
```

natural (NBO) population analysis, charges in e, atoms 1 to 8: C -0.224; H 0.222; H 0.242; N -0.090; C -0.211; N -0.428; C 0.307; Br 0.070


5.
Density functional theory data (wB97M-V/def2-TZVPD) for C10H10BrNO2Yb as an isolated structure in a non-equilibrium geometry.

Calculated values
Gap between HOMO and LUMO (spin up / spin down) ... 3.878 / 3.085 eV
⟨S²⟩ ... 0.751
Energy above the lowest of the compared OMol25 structures with the same formula, charge and spin ... 337.41 kJ/mol
Calculated total energy ... -4324.9540 Ha

ORCA input file:
```
! wB97M-V def2-TZVPD RIJCOSX def2/J DEFGRID3
* xyz -1 2
O 2.682 -1.636 2.008
Br 2.101 2.196 1.388
C -2.204 1.359 1.844
C 1.738 1.157 -2.116
C 2.654 0.106 -2.404
C -2.531 1.300 0.462
C 0.463 0.561 -1.909
H -1.916 -0.275 3.363
H -1.912 2.249 2.396
H 1.930 2.231 -2.141
H 3.656 0.239 -2.791
H -2.853 -0.447 -0.898
H 2.424 -2.137 -2.356
C -2.748 -0.071 0.115
H -0.490 1.079 -1.775
C 1.988 -1.143 -2.235
C 0.619 -0.856 -1.918
C -2.244 0.027 2.368
O 0.997 -2.162 3.304
C -2.564 -0.859 1.295
H -2.706 2.160 -0.187
H -0.196 -1.582 -1.860
N 1.507 -1.415 2.483
Yb 2.262 -0.128 0.206
H -2.659 -1.951 1.360
*
```

natural (NBO) population analysis, charges in e, atoms 1 to 8: O -0.659; Br -0.577; C -0.361; C -0.383; C -0.434; C -0.385; C -0.286; H 0.187


6.
Density functional theory data (wB97M-V/def2-TZVPD) for C10H10ClHoI as an isolated structure in a non-equilibrium geometry.

Calculated values
Gap between HOMO and LUMO (spin up / spin down) ... 7.315 / 7.334 eV
⟨S²⟩ ... 6.005
Energy above the lowest of the compared OMol25 structures with the same formula, charge and spin ... 0.00 kJ/mol
Calculated total energy ... -2093.1387 Ha

ORCA input file:
```
! wB97M-V def2-TZVPD RIJCOSX def2/J DEFGRID3
* xyz -1 5
Ho 0.326 0.258 0.177
H -2.542 -2.199 -0.133
C -1.882 -0.036 2.293
H -0.208 -1.037 3.387
H 0.247 2.584 -2.596
Cl 2.356 -0.233 1.496
C 1.934 1.663 -1.568
C -2.389 -0.285 0.993
C 0.450 0.319 -2.634
I 0.292 3.026 2.151
H -2.246 0.737 2.972
C 2.404 0.340 -1.421
H 2.339 2.608 -1.253
C 1.464 -0.533 -2.087
H -0.331 0.089 -3.365
H -0.779 -3.123 1.724
H -3.028 0.411 0.446
C -0.924 -1.049 2.560
H 3.338 0.089 -0.917
C 0.732 1.665 -2.268
H 1.647 -1.572 -2.226
C -2.063 -1.619 0.644
C -1.138 -2.104 1.627
*
```

natural (NBO) population analysis, charges in e, atoms 1 to 8: Ho 1.548; H 0.213; C -0.270; H 0.234; H 0.230; Cl -0.595; C -0.335; C -0.434